16
Properties=species:S:1:pos:R:3 method="wB97M-V/def2-TZVPD" charge=0 smiles="C[C@H]1CN(C)C1=O" e_homo_ha=-0.343 homo_lumo_gap_ha=0.3749
C 2.20414 -0.38319 0.19449
C 1.02998 0.50228 -0.16694
C -0.07647 -0.10517 -1.07258
N -0.99214 0.14255 -0.01469
C -2.37732 -0.11249 0.21712
C -0.08147 0.60293 0.89172
O -0.13549 0.90519 2.06408
H 1.86363 -1.37418 0.51553
H 2.77455 0.05982 1.01508
H 2.87043 -0.50957 -0.66406
H 1.35709 1.48933 -0.50523
H -0.31551 0.43494 -1.99463
H 0.01716 -1.17805 -1.25948
H -2.56385 0.69715 0.87414
H -3.01171 0.00211 -0.67512
H -2.56300 -1.17366 0.58055

16
Properties=species:S:1:pos:R:3 method="wB97M-V/def2-TZVPD" charge=0 e_homo_ha=-0.310 homo_lumo_gap_ha=0.3294
C -0.09382 -1.18568 1.17474
C 0.98586 -0.37167 0.47971
N 1.49262 -0.97672 -0.79847
C 0.74960 0.86151 -0.30723
C -0.62173 0.84332 -0.96855
C -1.54840 1.60169 -0.04043
O -1.34769 1.73838 1.14309
H -0.90022 -1.48696 0.50050
H 0.33544 -2.09799 1.60160
H -0.52115 -0.58782 1.98608
H 1.83435 -0.24746 1.16092
H 2.50792 -0.98892 -0.76003
H 1.30253 -0.34853 -1.59157
H -1.09227 -0.14423 -1.12859
H -0.62907 1.35740 -1.93828
H -2.45399 2.03369 -0.51349

16
Properties=species:S:1:pos:R:3 method="wB97M-V/def2-TZVPD" charge=0 smiles="C=NC1(O)CCC1" e_homo_ha=-0.332 homo_lumo_gap_ha=0.3657
C 2.27133 1.24654 -0.34884
C -1.40878 -1.20793 0.23535
C -0.19323 -0.69706 1.02795
C -1.16939 -0.12638 -0.83379
C -0.08201 0.47198 0.05357
N 1.43747 0.40748 -0.73121
O -0.26668 1.71154 0.60660
H 3.25107 1.21693 -0.81355
H 2.10451 2.00941 0.41685
H -1.32843 -2.23044 -0.12145
H -2.34943 -1.08857 0.76732
H -0.37796 -0.38954 2.05438
H 0.66924 -1.35677 0.99086
H -0.78227 -0.50978 -1.77390
H -2.00689 0.54378 -1.02553
H -0.39888 2.36288 -0.09582

16
Properties=species:S:1:pos:R:3 method="wB97M-V/def2-TZVPD" charge=0 smiles="[H]/N=C1/CCCCO1" e_homo_ha=-0.370 homo_lumo_gap_ha=0.4059
N -1.87057 -0.10010 -1.77880
C -0.88948 0.19725 -1.04309
C -1.07778 0.76113 0.35481
C -0.13992 0.08291 1.36231
C 1.24116 0.04266 0.71150
C 1.16097 -0.78451 -0.55837
O 0.40270 0.00571 -1.49011
H -1.49630 -0.48458 -2.64987
H -0.85094 1.83678 0.34459
H -2.13285 0.64767 0.61568
H -0.50155 -0.93232 1.57913
H -0.12769 0.62496 2.31360
H 1.44416 1.03667 0.29812
H 2.06315 -0.20447 1.38788
H 0.63230 -1.74374 -0.45143
H 2.14263 -0.98603 -0.99595

16
Properties=species:S:1:pos:R:3 method="wB97M-V/def2-TZVPD" charge=0 e_homo_ha=-0.323 homo_lumo_gap_ha=0.3491
C 1.24597 -0.76666 -1.69893
C 0.34584 -0.30920 -0.54745
C 0.50327 -1.16895 0.71041
C -2.07741 0.85917 1.46524
O -2.08208 2.13198 1.19839
C 0.55952 1.10993 -0.21849
N 0.66464 2.23308 0.04881
H 0.96889 -1.78779 -1.97924
H 2.29710 -0.77177 -1.39297
H 1.14229 -0.12645 -2.57989
H -0.70343 -0.35482 -0.86381
H 0.17286 -2.18932 0.49103
H 1.54853 -1.20024 1.03386
H -0.12610 -0.75976 1.50421
H -3.11762 0.66839 1.82575
H -1.18993 2.38236 0.86877

16
Properties=species:S:1:pos:R:3 method="wB97M-V/def2-TZVPD" charge=0 smiles=CC[C@@H](O)CC#N e_homo_ha=-0.399 homo_lumo_gap_ha=0.4272
C -0.55108 -0.98375 1.77525
C 0.23736 -0.08829 0.82229
C -0.40798 0.01817 -0.55486
O -1.70477 0.58398 -0.50011
C 0.44200 0.85778 -1.52857
C 1.73546 0.23025 -1.81103
N 2.75162 -0.28781 -2.00461
H -0.63772 -1.99723 1.36740
H -0.05125 -1.05288 2.74628
H -1.56766 -0.60811 1.94157
H 1.25903 -0.46910 0.70482
H 0.33068 0.92935 1.23362
H -0.52352 -0.98903 -0.97786
H -1.82035 1.01306 0.36012
H 0.61441 1.85539 -1.10739
H -0.10624 0.98822 -2.46691

16
Properties=species:S:1:pos:R:3 method="wB97M-V/def2-TZVPD" charge=0 e_homo_ha=-0.321 homo_lumo_gap_ha=0.3354
C 1.81079 0.12224 0.74643
C 0.77630 -0.10276 -0.32839
N 0.13845 -1.46082 -0.45292
C -1.24691 0.55595 1.16439
C -0.65903 0.38867 -0.18080
O -1.22658 1.71090 -0.32475
C -1.05547 -0.77381 -1.05225
H 2.58482 -0.64911 0.68502
H 2.29578 1.09467 0.60477
H 1.35478 0.10866 1.74032
H 1.18272 0.11899 -1.32115
H -0.13443 -1.70318 0.50694
H -2.26672 0.12517 1.07961
H -0.65597 2.33363 0.15092
H -0.86302 -0.63749 -2.12058
H -2.03548 -1.23172 -0.89755

16
Properties=species:S:1:pos:R:3 method="wB97M-V/def2-TZVPD" charge=0 smiles="CC1(C)CNC1=O" e_homo_ha=-0.353 homo_lumo_gap_ha=0.3839
C 1.44470 0.74284 0.03568
C 0.15435 -0.06744 0.08853
C 0.21476 -1.20200 1.11484
C -1.14053 0.79905 0.10865
N -1.38776 0.35573 -1.25881
C -0.32509 -0.50561 -1.31486
O 0.05582 -1.29638 -2.14285
H 2.27407 0.10769 -0.29121
H 1.69635 1.14676 1.02287
H 1.36635 1.57746 -0.66940
H 1.25081 -1.51001 1.29246
H -0.34047 -2.08008 0.76995
H -0.20858 -0.88464 2.07542
H -1.89278 0.46049 0.83142
H -0.98194 1.87966 0.20982
H -2.18005 0.47649 -1.87248